Record 1
21
Properties=species:S:1:pos:R:3 method="wB97M-V/def2-TZVPD" homo_ev=-9.985 multiplicity=1 e_lumo_ev=-1.247 molar_mass_g_mol=339.88 e_above_lowest_kj_mol=206.1 orbital_gap_ha=0.3211
Cs -14.85 7.75 -12.64
B -13.00 7.44 -8.00
F -13.99 6.55 -8.31
F -12.52 8.08 -9.25
F -13.52 8.37 -7.14
F -11.88 6.84 -7.47
C -12.63 8.71 -20.84
C -13.41 9.87 -20.21
C -14.69 9.37 -19.58
S -14.08 7.73 -18.85
O -14.92 6.62 -19.34
O -14.00 7.76 -17.40
C -12.45 7.79 -19.69
H -11.68 9.13 -21.18
H -13.18 8.32 -21.70
H -13.67 10.69 -20.90
H -12.79 10.41 -19.50
H -15.37 9.13 -20.40
H -15.20 9.91 -18.79
H -12.17 6.77 -19.95
H -11.73 8.22 -18.99


Record 2
17
Properties=species:S:1:pos:R:3 method="wB97M-V/def2-TZVPD" homo_ev=-8.619 multiplicity=1 e_lumo_ev=-0.211 molar_mass_g_mol=157.20 e_above_lowest_kj_mol=321.9 orbital_gap_ha=0.3090
C -2.96 -0.95 0.78
C -1.14 -0.38 -0.34
C 1.60 0.59 0.07
C 0.76 0.55 -1.35
C 2.51 -0.56 0.25
N -2.67 0.18 1.30
N -1.44 0.52 0.70
N -0.27 -0.44 -1.24
O -2.04 -1.40 -0.22
S 4.03 -0.45 0.79
H -3.88 -1.42 0.92
H 2.08 1.52 -0.04
H 0.80 0.68 0.70
H 0.32 1.63 -1.62
H 1.41 0.14 -2.12
H 2.00 -1.60 0.19
H -1.11 1.39 1.20


Record 3
46
Properties=species:S:1:pos:R:3 method="wB97M-V/def2-TZVPD" charge=+1 s_squared=0.755 homo_ev="-10.974 / -10.946" multiplicity=2 e_lumo_ev="-3.480 / -3.667" molar_mass_g_mol=431.00 e_above_lowest_kj_mol=0.0 orbital_gap_ha="0.2754 / 0.2675"
Cu 0.04 -0.08 -0.42
N -0.10 -3.73 -2.58
C -0.19 -2.68 -1.76
S 0.64 -1.21 -2.25
N -0.90 -2.83 -0.66
N -0.93 -1.72 0.09
C -1.55 -1.70 1.22
C -2.29 -2.85 1.78
C -3.33 -3.44 1.07
C -4.02 -4.51 1.62
C -3.66 -5.01 2.86
C -2.61 -4.44 3.56
C -1.93 -3.36 3.03
C -1.51 -0.40 1.93
C -2.22 -0.14 3.09
C -2.12 1.12 3.66
C -1.32 2.08 3.07
C -0.65 1.76 1.90
N -0.74 0.55 1.35
H 0.46 -3.69 -3.41
H -0.52 -4.60 -2.30
H -3.60 -3.05 0.09
H -4.84 -4.95 1.07
H -4.20 -5.85 3.28
H -2.32 -4.84 4.53
H -1.11 -2.91 3.58
H -2.84 -0.90 3.52
H -2.66 1.35 4.57
H -1.22 3.07 3.49
H -0.03 2.47 1.38
N 1.06 1.57 -0.87
C 1.86 2.17 -1.45
N 2.72 2.86 -2.13
C 3.92 3.43 -1.49
C 4.25 4.74 -2.18
O 4.39 4.54 -3.58
C 3.17 4.11 -4.16
C 2.76 2.76 -3.60
H 4.75 2.73 -1.60
H 3.72 3.59 -0.43
H 5.20 5.12 -1.82
H 3.47 5.48 -1.98
H 3.34 4.04 -5.23
H 2.38 4.85 -3.97
H 3.50 2.00 -3.88
H 1.78 2.46 -3.97


Record 4
18
Properties=species:S:1:pos:R:3 method="wB97M-V/def2-TZVPD" charge=+1 homo_ev=-14.361 multiplicity=1 e_lumo_ev=-4.735 molar_mass_g_mol=216.04 e_above_lowest_kj_mol=236.2 orbital_gap_ha=0.3537
C 0.28 1.66 0.46
C 2.23 0.19 -0.49
C 0.86 0.24 0.20
C -2.12 -1.05 0.50
N -0.18 -0.59 -0.36
O -2.22 -2.33 0.33
I -3.37 0.43 -0.34
H -0.86 1.62 0.76
H 0.88 2.27 1.16
H 0.46 2.11 -0.52
H 2.52 -0.78 -0.66
H 3.03 0.81 -0.03
H 2.25 0.54 -1.42
H 0.93 -0.10 1.16
H -1.70 -0.69 1.54
H -0.32 -0.17 -1.29
H 0.03 -1.56 -0.57
H -2.74 -2.60 -0.43


Record 5
73
Properties=species:S:1:pos:R:3 method="wB97M-V/def2-TZVPD" charge=+1 homo_ev=-9.457 multiplicity=1 e_lumo_ev=-6.447 molar_mass_g_mol=678.45 orbital_gap_ha=0.1106
F 2.58 1.53 -2.66
C 2.57 0.05 -2.78
F 3.84 -0.33 -3.52
F 2.62 -0.68 -1.49
C 1.34 -0.53 -3.75
C 1.21 0.21 -5.23
C 0.02 -0.33 -6.22
C -0.98 -1.55 -5.73
C -0.88 -2.30 -4.24
C -1.95 -3.49 -3.96
F -2.88 -3.75 -5.13
F -1.15 -4.76 -3.84
S -3.02 -3.38 -2.45
Br -1.75 -3.14 -0.56
C -4.09 -1.81 -2.40
C -3.75 -0.68 -3.49
C -2.64 0.45 -3.14
I -1.99 0.64 -1.08
C 0.32 -1.76 -3.27
H 1.94 1.06 -5.61
H -0.10 0.13 -7.31
H -1.80 -1.89 -6.52
H -4.16 -1.48 -1.28
H -5.19 -2.22 -2.66
H -3.47 -1.23 -4.52
H -4.76 -0.11 -3.74
H -3.10 1.50 -3.46
H -1.66 0.35 -3.81
H 0.49 -2.26 -2.22
C -4.69 -0.98 1.85
C -4.29 0.46 2.19
N -5.19 1.12 3.13
C -4.97 2.57 3.22
C -3.63 3.05 3.77
C -5.41 0.45 4.40
C -4.20 0.15 5.27
H -5.72 -1.02 1.48
H -4.03 -1.38 1.07
H -4.60 -1.64 2.72
H -4.28 1.01 1.24
H -3.25 0.46 2.55
H -5.78 3.03 3.81
H -5.09 2.99 2.21
H -3.57 2.92 4.85
H -3.51 4.12 3.57
H -2.78 2.53 3.31
H -5.92 -0.50 4.20
H -6.14 1.02 5.00
H -3.36 -0.25 4.70
H -4.46 -0.59 6.03
H -3.85 1.04 5.80
C 3.63 -0.34 1.75
C 4.87 0.42 2.21
N 6.13 -0.18 1.74
C 7.32 0.37 2.41
C 7.63 1.85 2.18
C 6.26 -0.36 0.29
C 6.12 0.87 -0.60
H 3.68 -1.39 2.04
H 2.74 0.10 2.22
H 3.49 -0.28 0.67
H 4.87 0.41 3.30
H 4.78 1.46 1.90
H 8.20 -0.22 2.13
H 7.20 0.21 3.48
H 8.04 2.03 1.19
H 8.39 2.18 2.90
H 6.75 2.49 2.32
H 5.51 -1.09 -0.03
H 7.22 -0.85 0.07
H 5.28 1.50 -0.31
H 5.95 0.56 -1.63
H 7.03 1.47 -0.59


Record 6
62
Properties=species:S:1:pos:R:3 method="wB97M-V/def2-TZVPD" charge=-2 homo_ev=-1.980 multiplicity=1 e_lumo_ev=4.129 molar_mass_g_mol=726.87 e_above_lowest_kj_mol=61.0 orbital_gap_ha=0.2245
Pd 0.50 0.83 1.00
C -0.14 -5.29 -2.34
C 0.43 -5.20 -1.07
C 0.59 -3.98 -0.44
C 0.18 -2.79 -1.04
C -0.39 -2.90 -2.31
C -0.55 -4.12 -2.96
P 0.50 -1.06 -0.37
C -0.89 -0.26 -1.37
C -2.21 -0.64 -1.13
C -3.27 0.08 -1.66
C -3.03 1.19 -2.45
C -1.72 1.58 -2.70
C -0.66 0.87 -2.15
C 2.00 -0.71 -1.42
C 2.44 -1.43 -2.50
C 3.64 -1.07 -3.15
C 4.39 -0.02 -2.71
C 3.97 0.74 -1.58
C 4.74 1.81 -1.06
C 4.28 2.49 0.03
C 3.05 2.17 0.64
C 2.26 1.14 0.17
C 2.75 0.39 -0.95
H -0.27 -6.25 -2.82
H 0.75 -6.10 -0.56
H 1.04 -3.97 0.54
H -0.70 -2.01 -2.84
H -0.99 -4.15 -3.95
H -2.40 -1.52 -0.52
H -4.29 -0.23 -1.46
H -3.86 1.76 -2.87
H -1.52 2.46 -3.31
H 0.36 1.20 -2.32
H 1.90 -2.29 -2.85
H 3.96 -1.64 -4.01
H 5.32 0.25 -3.20
H 5.68 2.06 -1.54
H 4.87 3.31 0.44
H 2.70 2.76 1.47
Cl 0.42 5.63 2.84
C -0.81 4.40 3.01
C -1.95 4.71 3.75
C -2.94 3.78 3.92
Cl -4.36 4.19 4.86
C -2.81 2.48 3.35
C -3.76 1.45 3.51
C -3.52 0.23 2.94
C -2.35 0.03 2.19
N -1.46 0.98 2.01
C -1.66 2.20 2.59
C -0.59 3.16 2.41
O 0.45 2.86 1.74
H -2.05 5.69 4.19
H -4.65 1.63 4.09
H -4.21 -0.59 3.07
H -2.10 -0.94 1.78
O 0.89 -3.61 2.81
S 0.57 -2.28 2.28
O 1.59 -1.97 1.15
O -0.75 -2.29 1.57
O 0.63 -1.23 3.28